1.
This record from the OMol25 dataset describes one molecule with the formula C19H20N2O2S2 at a distorted geometry. The level of theory is ωB97M-V/def2-TZVPD.

Each line ends with the Löwdin charge.
Element x y z (Å)
1 C -2.37558 3.61438 0.15404  -0.07
2 N -1.01605 3.52374 -0.39118  -0.16
3 C 0.13845 4.07447 0.38283  -0.26
4 C 1.25770 3.84943 -0.62667  -0.11
5 C 0.77367 2.71976 -1.56781  -0.11
6 C -0.55605 2.27845 -0.95640  -0.26
7 C -0.24755 1.35330 0.18693  -0.07
8 C 0.16223 1.78633 1.44025  -0.13
9 N 0.26852 0.68424 2.27839  -0.02
10 C 0.70843 0.77151 3.70847  0.00
11 C -0.06671 -0.47053 1.53748  -0.16
12 C -0.15140 -1.86151 1.78633  0.02
13 C -0.52661 -2.76680 0.75830  -0.06
14 C -0.78398 -2.32634 -0.53946  -0.28
15 S -1.20272 -3.50760 -1.91569  0.76
16 O -1.26354 -2.81266 -3.19931  -0.32
17 O -2.42111 -4.29039 -1.59374  -0.34
18 C 0.17576 -4.68966 -1.95425  -0.39
19 C 1.58771 -4.35855 -1.91026  -0.14
20 C 2.35388 -5.51448 -1.99322  -0.43
21 S 1.42949 -6.96297 -1.90186  0.99
22 C -0.06541 -6.03828 -1.97199  -0.36
23 C -0.70078 -0.98455 -0.78762  0.01
24 C -0.32642 -0.07753 0.25038  -0.11
25 C 0.35971 3.26825 1.69099  -0.06
26 H -3.09084 3.20397 -0.56498  0.08
27 H -2.65815 4.69048 0.34033  0.10
28 H -2.52286 3.06145 1.08295  0.07
29 H -0.01307 5.12506 0.63501  0.14
30 H 2.18751 3.60230 -0.10967  0.11
31 H 1.43238 4.71933 -1.23866  0.10
32 H 1.43640 1.90855 -1.68278  0.10
33 H 0.65887 3.06550 -2.60173  0.11
34 H -1.31803 1.86474 -1.64851  0.16
35 H -0.11133 1.18634 4.31696  0.09
36 H 1.52356 1.48751 3.79280  0.08
37 H 1.05232 -0.16164 4.18672  0.09
38 H 0.02200 -2.19835 2.80015  0.10
39 H -0.58370 -3.83782 0.91404  0.11
40 H 1.98672 -3.34562 -1.83230  0.12
41 H 3.44449 -5.53689 -2.13499  0.07
42 H -1.02351 -6.50567 -1.86128  0.07
43 H -0.90994 -0.58270 -1.78210  0.12
44 H -0.36890 3.56609 2.43270  0.11
45 H 1.34439 3.42537 2.09041  0.11

Force components x, y, z for each atom (eV/Å):
0.459 0.688 -0.020
-0.743 1.872 0.278
-1.030 -1.256 -0.430
0.454 -0.450 -0.113
-0.651 0.596 -0.861
0.171 -0.003 0.621
0.244 -0.574 0.953
-0.728 -0.206 -2.257
0.501 -1.062 1.228
-0.697 0.356 -0.447
0.549 -0.572 0.733
-0.343 -0.384 -0.085
0.606 0.340 1.195
-0.006 -0.175 -0.703
-1.838 -0.791 -0.433
0.681 -0.071 1.510
2.220 1.187 0.160
0.380 0.106 0.577
-0.170 -1.194 -0.458
0.068 1.292 0.277
-1.013 1.248 -0.662
0.959 0.156 0.592
0.165 1.104 -0.277
-1.106 0.594 -2.417
-0.481 -1.019 0.149
0.178 0.105 -0.047
0.410 -1.027 -0.223
0.028 -0.131 0.297
-0.111 -0.061 -0.085
0.038 -0.018 -0.141
0.063 0.473 0.046
0.982 -1.051 0.337
-0.299 0.345 0.244
0.559 0.181 0.271
0.160 -0.298 -0.164
0.132 -0.026 -0.206
-0.332 0.163 -0.799
0.026 -0.406 -0.082
0.043 0.083 0.506
-0.129 -0.396 -0.249
-0.698 -0.118 0.369
-0.201 -0.149 -0.122
0.088 -0.200 0.238
-0.160 0.354 0.430
0.574 0.395 0.270

Properties
structure (SMILES): CN1[C@@H]2CC[C@H]1c1c(n(C)c3ccc(S(=O)(=O)c4ccsc4)cc13)C2
lowest unoccupied orbital energy: 0.53 eV
gap between HOMO and LUMO: 8.34 eV

***

2.
This record from the OMol25 dataset describes C46H44As2N4Pd as an isolated structure. The level of theory is ωB97M-V/def2-TZVPD.

Each line ends with the Löwdin charge.
Element x y z (Å)
1 Pd -0.47769 -0.27850 0.02666  0.84
2 C -0.32825 2.49483 3.38216  0.02
3 C -0.75589 1.68135 4.41268  0.04
4 C -1.19486 0.39755 4.11042  0.05
5 C -1.16883 -0.04860 2.80430  -0.19
6 N -0.65148 0.72848 1.80122  -0.03
7 C -0.28133 1.97843 2.09741  -0.14
8 C -1.78309 -1.31657 2.36838  -0.18
9 C -2.51609 -2.20568 3.14624  0.06
10 C -3.06879 -3.32439 2.52988  0.04
11 C -2.87329 -3.55315 1.17419  0.06
12 C -2.12696 -2.62906 0.44904  -0.17
13 N -1.64373 -1.54496 1.05679  0.00
14 C -1.76419 -2.69325 -0.98282  -0.17
15 C -2.10441 -3.76992 -1.77982  0.05
16 C -1.80111 -3.75321 -3.13326  0.04
17 C -1.18364 -2.62858 -3.65361  0.02
18 C -0.85069 -1.59329 -2.79692  -0.12
19 N -1.09276 -1.61222 -1.48395  -0.01
20 H -0.01651 3.51620 3.55283  0.14
21 H -0.78088 2.04065 5.43366  0.15
22 H -1.58750 -0.24190 4.88910  0.14
23 H 0.03737 2.60641 1.28277  0.09
24 H -2.66754 -2.03589 4.20294  0.14
25 H -3.65158 -4.02491 3.11408  0.15
26 H -3.29521 -4.42986 0.70395  0.14
27 H -2.61317 -4.61993 -1.34738  0.13
28 H -2.06211 -4.59217 -3.76543  0.15
29 H -0.95741 -2.54157 -4.70773  0.14
30 H -0.39233 -0.70350 -3.18908  0.07
31 C -0.51140 2.24351 -2.35173  -0.37
32 C 0.66521 2.71070 -1.52296  -0.36
33 As 1.48098 1.16110 -0.62354  1.33
34 C 2.76005 0.32665 -1.78983  -0.36
35 C 4.09256 0.31196 -1.36663  -0.09
36 C 5.06918 -0.21022 -2.20190  -0.03
37 C 4.72970 -0.72688 -3.44483  -0.01
38 C 3.40412 -0.72548 -3.86171  -0.03
39 C 2.42289 -0.20393 -3.03509  -0.10
40 C 2.52457 1.78992 0.85453  -0.42
41 C 3.25127 2.95109 0.58004  -0.09
42 C 4.08627 3.47614 1.55681  -0.02
43 C 4.19027 2.84931 2.79191  -0.01
44 C 3.47041 1.68929 3.05182  -0.04
45 C 2.62914 1.15540 2.08628  -0.13
46 As -1.83788 1.38501 -1.20615  1.36
47 C -3.28495 0.76352 -2.26127  -0.37
48 C -4.53020 0.60067 -1.64989  -0.08
49 C -5.62692 0.27420 -2.42926  -0.02
50 C -5.48011 0.11215 -3.80304  0.00
51 C -4.23695 0.27449 -4.40715  -0.03
52 C -3.12883 0.58598 -3.63812  -0.10
53 C -2.53225 2.64388 0.04916  -0.39
54 C -2.47823 3.99386 -0.29353  -0.08
55 C -3.10777 4.92650 0.52251  -0.02
56 C -3.79070 4.50876 1.65641  -0.01
57 C -3.85546 3.15686 1.98244  -0.03
58 C -3.22327 2.21928 1.18325  -0.14
59 H -0.19815 1.54115 -3.12440  0.06
60 H -1.04511 3.05466 -2.85284  0.11
61 H 0.36968 3.44228 -0.77042  0.07
62 H 1.45227 3.15208 -2.13601  0.11
63 H 4.38397 0.70509 -0.40388  0.10
64 H 6.10220 -0.20538 -1.87963  0.13
65 H 5.49904 -1.12551 -4.09272  0.13
66 H 3.14200 -1.12028 -4.83413  0.13
67 H 1.40010 -0.19728 -3.37169  0.06
68 H 3.19891 3.44480 -0.38360  0.12
69 H 4.65607 4.37198 1.34893  0.13
70 H 4.84287 3.26149 3.55017  0.13
71 H 3.56978 1.19670 4.01030  0.12
72 H 2.09506 0.23446 2.28837  0.08
73 H -4.65825 0.76183 -0.58745  0.10
74 H -6.60042 0.16395 -1.97100  0.13
75 H -6.34341 -0.12395 -4.41103  0.13
76 H -4.13841 0.17304 -5.47968  0.13
77 H -2.17600 0.74346 -4.12875  0.10
78 H -1.97981 4.33866 -1.19142  0.11
79 H -3.07421 5.97609 0.26194  0.13
80 H -4.28990 5.23746 2.28151  0.13
81 H -4.41203 2.83678 2.85366  0.13
82 H -3.29728 1.16699 1.43167  0.10
83 C 4.16274 -2.33299 2.27797  -0.02
84 C 3.19302 -3.12588 1.38572  -0.57
85 C 2.59500 -4.32269 2.14552  -0.01
86 C 3.88408 -3.58279 0.08828  -0.01
87 C 2.09028 -2.23044 1.00679  -0.08
88 N 1.23156 -1.52433 0.71307  0.14
89 H 4.98010 -2.99555 2.56099  0.11
90 H 3.67793 -1.98904 3.19264  0.09
91 H 4.58642 -1.47812 1.74932  0.09
92 H 3.41262 -4.98086 2.43774  0.11
93 H 1.91120 -4.89339 1.51709  0.10
94 H 2.07806 -4.00551 3.05177  0.10
95 H 4.73471 -4.20743 0.35972  0.11
96 H 4.25265 -2.73307 -0.48799  0.08
97 H 3.21287 -4.17494 -0.53376  0.10

Force components x, y, z for each atom (eV/Å):
0.326 0.502 -0.153
0.023 -0.022 -0.076
0.025 0.052 0.003
-0.110 -0.094 -0.114
-0.059 0.053 0.025
0.206 0.061 0.570
-0.090 -0.007 0.040
-0.128 -0.085 0.108
0.166 0.099 -0.150
0.045 0.057 0.007
0.168 0.135 -0.121
0.067 -0.155 -0.025
-0.605 -0.241 0.186
-0.165 -0.061 0.085
-0.019 0.103 0.086
0.056 0.097 -0.087
-0.026 0.000 0.075
0.053 -0.004 -0.082
0.134 -0.454 0.031
-0.004 -0.005 -0.006
0.005 0.001 -0.007
0.006 0.008 -0.006
0.082 0.012 -0.015
0.018 -0.003 -0.008
-0.004 0.001 0.000
0.008 0.009 -0.002
-0.004 0.012 -0.007
0.010 0.009 -0.006
0.008 0.000 0.015
0.100 0.040 0.016
-0.110 0.042 0.066
0.204 -0.126 0.060
0.017 -0.244 -0.491
0.052 -0.054 0.065
-0.067 -0.085 0.040
0.022 -0.021 -0.031
0.033 0.012 0.028
-0.051 0.028 0.027
-0.019 0.094 0.037
-0.149 0.254 -0.054
-0.034 0.061 0.103
-0.019 0.008 -0.004
0.014 0.004 -0.012
-0.018 -0.001 0.004
0.136 -0.218 -0.010
-0.106 0.060 0.077
0.073 -0.194 0.090
-0.032 -0.018 0.025
0.010 -0.028 -0.023
0.011 0.020 0.006
-0.019 -0.029 0.010
0.039 0.084 -0.054
0.018 0.057 -0.090
0.032 0.046 0.051
0.009 -0.022 0.011
0.002 0.019 -0.017
0.017 -0.029 -0.007
-0.155 0.022 -0.056
-0.098 -0.031 -0.025
0.083 0.075 0.003
0.059 0.012 0.037
-0.064 0.011 -0.095
-0.007 0.038 0.033
-0.004 0.003 -0.006
-0.001 -0.002 -0.001
-0.010 0.004 0.004
-0.046 0.036 -0.125
-0.020 -0.001 -0.005
0.005 -0.005 -0.001
0.002 -0.004 0.001
0.002 -0.002 0.001
-0.017 0.098 0.021
-0.011 0.009 0.008
0.001 0.003 0.001
-0.005 -0.004 -0.001
0.005 0.005 0.001
0.007 -0.009 0.003
0.020 -0.003 0.001
-0.004 -0.008 -0.005
0.003 0.000 0.000
-0.001 0.003 -0.004
0.003 -0.019 0.010
-0.019 0.023 -0.008
0.027 -0.056 -0.034
0.008 0.024 0.002
-0.001 0.014 0.012
0.013 -0.035 -0.008
-0.133 -0.037 -0.035
-0.004 -0.001 -0.006
0.002 -0.006 -0.006
-0.004 0.002 0.002
0.000 -0.001 -0.007
-0.001 0.005 0.006
0.009 -0.005 -0.007
-0.009 -0.003 -0.002
0.007 -0.003 0.005
0.002 0.007 0.001

Properties
net charge: +4
relative energy (zero: lowest compared OMol25 entry of this formula, charge and spin): 14.6 kcal per mole
lowest unoccupied orbital energy: -12.55 eV
gap between HOMO and LUMO: 6.45 eV

***

| no. | HOMO energy (eV) |
| --- | --- |
| 1 | -7.807 |
| 2 | -19.002 |